# 1
Entry from the Open Molecules 2025 dataset: C40H39N3O2P2Sc as an isolated structure (ωB97M-V/def2-TZVPD).

The geometry in XYZ format:
```
87
Properties=species:S:1:pos:R:3
Sc 1.2323 -0.4771 -1.7180
C -0.8318 2.1699 -0.1939
N -1.9580 1.6156 0.5114
C -2.2518 0.2083 0.3077
P -1.5639 -0.5287 -1.2432
C -2.6872 0.0987 -2.5317
C -4.0696 -0.0614 -2.4177
C -4.9089 0.4460 -3.3932
C -4.3742 1.1173 -4.4882
C -3.0029 1.2765 -4.6077
C -2.1556 0.7664 -3.6315
C -2.0641 -2.2763 -1.0167
C -2.4118 -3.0159 -2.1492
C -2.6592 -4.3777 -2.0544
C -2.5673 -5.0206 -0.8261
C -2.2223 -4.2943 0.3048
C -1.9624 -2.9325 0.2104
C -2.3633 2.1729 1.7381
C -2.0129 3.4809 2.1009
C -2.4145 4.0132 3.3147
C -3.1794 3.2713 4.2053
C -3.5470 1.9866 3.8451
C -3.1490 1.4388 2.6323
P 0.8476 1.4253 0.2230
C 1.9237 2.8564 0.5163
C 1.9288 3.8675 -0.4462
C 2.7697 4.9604 -0.3069
C 3.6241 5.0457 0.7846
C 3.6385 4.0336 1.7330
C 2.7938 2.9396 1.6000
C 0.6576 0.5886 1.8314
C 0.3438 1.2380 3.0250
C 0.1513 0.5073 4.1884
C 0.2781 -0.8766 4.1763
C 0.6098 -1.5363 3.0012
C 0.8003 -0.8028 1.8396
H -0.7794 3.2456 -0.0700
H -0.9573 1.9945 -1.2652
H -3.3333 0.0589 0.2767
H -1.8643 -0.3955 1.1361
H -4.4885 -0.5948 -1.5715
H -5.9797 0.3193 -3.3034
H -5.0335 1.5138 -5.2496
H -2.5905 1.7960 -5.4627
H -1.0785 0.8789 -3.7151
H -2.4957 -2.5217 -3.1098
H -2.9319 -4.9356 -2.9407
H -2.7716 -6.0806 -0.7512
H -2.1577 -4.7853 1.2675
H -1.6769 -2.3958 1.1073
H -1.4202 4.1071 1.4498
H -2.1242 5.0269 3.5606
H -3.4920 3.6919 5.1512
H -4.1546 1.3879 4.5122
H -3.4630 0.4305 2.4061
H 1.2844 3.7959 -1.3162
H 2.7638 5.7429 -1.0540
H 4.2804 5.8989 0.8945
H 4.3043 4.0964 2.5838
H 2.8031 2.1607 2.3528
H 0.2335 2.3147 3.0438
H -0.1082 1.0217 5.1044
H 0.1239 -1.4400 5.0875
H 0.7218 -2.6133 2.9926
H 1.0607 -1.3233 0.9188
O 3.3989 -0.3811 -0.2887
C 4.7358 -0.4943 -0.7989
N 5.4347 -1.6895 -0.3844
C 5.1296 -3.0325 -0.4826
O 5.9164 -3.8773 -0.1261
C 3.7360 -3.4097 -0.8954
C 3.1402 -4.5297 -0.3335
C 1.7937 -4.7624 -0.5663
C 1.0696 -3.8264 -1.2873
N 1.6533 -2.7608 -1.8519
C 2.9719 -2.6169 -1.7198
H 3.4300 -0.3691 0.6772
H 5.3335 0.3449 -0.4491
H 4.6319 -0.3990 -1.8770
H 6.3596 -1.5544 -0.0030
H 3.7399 -5.1857 0.2850
H 1.2946 -5.6281 -0.1544
H -0.0010 -3.9145 -1.4147
H 3.4035 -1.7979 -2.2854
C 1.5399 0.5109 -3.3567
H 2.0158 1.4987 -3.4113
H 1.3545 0.1534 -4.3767
```

Values from the calculation:
**Net charge**: +1
**HOMO-LUMO gap**: 6.35 eV
**2S+1**: 1

***

# 2
Entry from the Open Molecules 2025 dataset: C40H40BrCl2IrO4Sb as an isolated structure at a distorted geometry (ωB97M-V/def2-TZVPD).

The geometry in XYZ format:
```
89
Properties=species:S:1:pos:R:3
Ir 14.4096 8.6249 11.7840
C 15.3741 5.9160 13.7680
C 14.8335 6.7133 14.9097
C 13.4218 6.2688 15.4426
C 14.8184 8.1733 14.6084
C 14.0321 8.9317 15.4419
C 13.8177 10.2861 15.1405
C 14.2851 10.8761 13.9905
C 14.2043 12.3947 13.7169
C 15.0369 10.0836 13.0380
C 15.4754 8.7522 13.4234
H 15.6207 4.9021 14.1322
H 16.2936 6.4273 13.5068
H 14.7301 5.7509 12.8832
H 15.5241 6.6124 15.7714
H 12.5739 6.5977 14.8183
H 13.3442 6.6840 16.4625
H 13.4824 5.1610 15.5976
H 13.5617 8.5293 16.3641
H 13.2338 10.9740 15.7994
H 13.7528 12.5589 12.7191
H 15.2650 12.6932 13.5424
H 13.7991 13.0943 14.4639
H 15.8690 10.6391 12.5633
H 16.4143 8.2794 13.1308
C 17.7912 6.3195 10.8237
C 18.3036 7.0095 9.5809
C 19.3048 6.4278 8.8203
C 20.1071 7.0692 7.8838
C 19.7937 8.3809 7.6073
C 18.6767 8.9855 8.2817
C 17.8842 8.2886 9.1628
Sb 16.1342 9.4696 9.8109
C 15.1220 9.9676 7.9425
C 14.0496 10.8274 8.2528
C 13.4536 11.6239 7.3286
C 13.6779 11.3736 5.9721
C 14.5271 10.2932 5.6289
C 15.2601 9.5636 6.5922
C 16.0981 8.3915 6.0556
C 17.3927 11.2628 10.3866
C 18.5764 10.8548 11.0098
C 19.5873 11.7790 11.2472
C 19.4327 13.1268 10.9540
C 18.2947 13.5207 10.2746
C 17.2125 12.5837 10.0599
C 16.0257 13.1558 9.2999
H 18.3420 6.7515 11.6759
H 18.0137 5.2296 10.9288
H 16.7101 6.4919 10.9660
H 19.5248 5.3891 9.0586
H 21.0083 6.5709 7.5752
H 20.3826 8.8814 6.8507
H 18.5460 10.0548 8.1673
H 13.6628 10.7307 9.2410
H 12.7141 12.3422 7.7148
H 13.0524 11.9856 5.3144
H 14.4899 9.9263 4.5511
H 15.5266 7.8864 5.2551
H 16.2063 7.6223 6.8146
H 17.0635 8.6666 5.6509
H 18.7064 9.8437 11.3290
H 20.5025 11.3454 11.6284
H 20.2422 13.8786 11.0539
H 18.1834 14.5660 10.0198
H 15.8593 14.2518 9.5332
H 15.1552 12.6564 9.7234
H 16.1065 12.9065 8.2039
Br 6.4284 7.9752 12.0869
C 8.0844 8.7868 11.8311
C 8.8812 8.3361 10.7672
C 10.1743 8.7667 10.6287
C 10.6008 9.7952 11.5003
C 9.7987 10.3302 12.5304
C 8.5046 9.7910 12.7032
C 12.0045 10.1390 11.2602
O 12.2874 11.3042 11.3070
O 12.7597 9.1144 10.9221
H 8.5907 7.4587 10.1448
H 10.8933 8.3675 9.8718
H 10.1631 11.1252 13.1910
H 7.8603 10.0703 13.5578
Cl 11.7658 6.1273 8.2988
C 13.4051 5.6227 8.7455
Cl 14.1924 5.0971 7.2609
C 14.1275 6.7586 9.3694
O 15.0197 7.3535 8.7538
O 13.7590 6.9072 10.5759
H 13.3591 4.7740 9.4106
```

Values from the calculation:
**Net charge**: +1
**HOMO-LUMO gap (alpha / beta)**: 7.09 / 4.50 eV
**2S+1**: 5

***

# 3
Entry from the Open Molecules 2025 dataset: C40H40Cl2GeN3O4STl as an isolated structure (ωB97M-V/def2-TZVPD).

The geometry in XYZ format:
```
92
Properties=species:S:1:pos:R:3
Tl -1.0204 1.5810 -0.8290
Cl -0.1997 -1.1971 -2.5010
C -0.3071 -0.8282 -4.1865
C -0.2831 -1.9052 -5.0568
C -0.3567 -1.7034 -6.4255
C -0.4593 -0.4060 -6.9006
C -0.4824 0.6546 -6.0135
Cl -0.6170 2.2484 -6.7162
C -0.3964 0.5179 -4.6102
S -0.4189 1.9058 -3.5720
H -0.2020 -2.9013 -4.6415
H -0.3332 -2.5417 -7.1101
H -0.5262 -0.2022 -7.9612
O -0.4446 -1.3396 2.1308
C -1.0491 -0.8005 1.2414
N -1.6824 -0.3003 0.3678
C -3.6789 0.6875 -2.2637
C -4.1550 2.1058 -2.3966
C -5.3536 2.3490 -3.0499
C -5.8571 3.6280 -3.2670
C -5.0709 4.7007 -2.8595
C -3.8591 4.5153 -2.2194
C -3.0124 5.7067 -1.8677
C -3.3902 3.1977 -1.8606
N -2.3481 3.1709 -1.0115
H -4.3900 0.0088 -2.7404
H -3.5572 0.3672 -1.2281
H -2.7121 0.5464 -2.7600
H -5.9174 1.4902 -3.4069
H -6.8032 3.7803 -3.7731
H -5.3909 5.7179 -3.0780
H -3.1850 6.5219 -2.5767
H -1.9594 5.4226 -1.8763
H -3.2210 6.0996 -0.8638
C -4.6445 4.4226 1.4046
N -3.7996 3.3045 1.7740
C -4.3586 1.9735 1.6193
C -2.4496 3.4472 1.8686
C -1.9194 4.8618 1.8477
O -1.6864 2.4965 1.9940
H -5.6329 4.0393 1.1578
H -4.2687 4.9330 0.5159
H -4.7525 5.1462 2.2197
H -4.8851 1.9078 0.6646
H -5.0560 1.7480 2.4340
H -3.5527 1.2455 1.6219
H -2.4109 5.4923 2.5929
H -2.0764 5.2880 0.8575
H -0.8521 4.8119 2.0461
O 0.9197 1.9416 0.1980
C 1.6356 0.9118 0.4683
O 1.5752 -0.1834 -0.0907
C 2.6627 1.0932 1.5829
C 2.6104 -0.0515 2.5978
Ge 2.7266 -1.9080 1.9535
C 4.7101 -2.1944 1.7575
C 5.6500 -1.1675 1.8144
C 7.0183 -1.4233 1.7836
C 7.4797 -2.7271 1.6989
C 6.5619 -3.7701 1.6403
C 5.2024 -3.5002 1.6686
C 2.0162 -2.9585 0.4609
C 2.8010 -3.1352 -0.6774
C 2.3654 -3.9228 -1.7333
C 1.1282 -4.5482 -1.6717
C 0.3247 -4.3610 -0.5578
C 0.7637 -3.5696 0.4959
C 2.4536 -3.0021 3.5932
C 2.8620 -2.4976 4.8301
C 2.7532 -3.2435 5.9953
C 2.2295 -4.5285 5.9522
C 1.8233 -5.0530 4.7346
C 1.9357 -4.2966 3.5735
H 2.4827 2.0506 2.0730
H 3.6423 1.1393 1.0972
H 1.6939 0.0180 3.1834
H 3.4571 0.0264 3.2860
H 5.3201 -0.1364 1.8792
H 7.7219 -0.5996 1.8267
H 8.5438 -2.9319 1.6792
H 6.9087 -4.7951 1.5737
H 4.5020 -4.3285 1.6202
H 3.7623 -2.6414 -0.7515
H 2.9882 -4.0336 -2.6133
H 0.7824 -5.1573 -2.4989
H -0.6607 -4.8095 -0.5154
H 0.1103 -3.4023 1.3434
H 3.2770 -1.4979 4.8932
H 3.0775 -2.8204 6.9393
H 2.1372 -5.1134 6.8599
H 1.4127 -6.0552 4.6854
H 1.6171 -4.7330 2.6352
```

Values from the calculation:
**Net charge**: -2
**HOMO-LUMO gap**: 5.05 eV
**2S+1**: 1